[1]
The following is a quantum chemistry calculation of a molecular structure, C23H25CuN2OS, from the Open Molecules 2025 dataset.

The net charge is -1. For the LUMO energy (spin up / spin down), the calculation gives 2.272 / 1.014 eV. Its multiplicity is 2. For the HOMO energy (spin up / spin down), the calculation gives -3.46 / -3.09 eV. The calculation puts the frontier orbital gap (spin up / spin down) at 5.74 / 4.11 eV.

Last column: Mulliken charge in e.
Cartesian coordinates (Å):
C -1.910 -2.572 2.317  -0.558
C -2.089 -2.120 0.971  -1.116
C -0.840 -1.789 0.446  -0.301
H -3.041 -1.982 0.475  0.426
C 0.164 -1.959 1.487  0.410
C -0.540 -2.489 2.640  -0.907
H 1.249 -1.985 1.311  0.229
C -2.584 1.248 2.332  -0.601
C -3.494 0.986 1.290  -0.957
C -2.903 1.387 0.059  -0.738
H -4.487 0.572 1.406  0.437
C -1.627 1.912 0.345  -0.258
C -1.427 1.849 1.767  -0.999
H -0.648 -1.597 -0.610  0.753
H -0.034 -2.840 3.545  0.496
H -2.693 -2.958 2.965  0.398
H -0.619 2.335 2.312  0.543
H -3.372 1.337 -0.925  0.348
H -2.693 0.982 3.382  0.447
Cu 0.545 0.151 2.103  -0.008
C -0.600 2.232 -0.697  3.294
C 0.018 3.585 -0.309  -1.865
C -1.175 2.268 -2.127  -2.368
H -0.810 4.323 -0.283  0.430
H 0.760 3.921 -1.054  0.451
H 0.484 3.555 0.695  0.310
H -1.971 3.014 -2.227  0.409
H -1.570 1.275 -2.394  0.486
H -0.366 2.520 -2.833  0.436
C 0.386 1.018 -0.752  1.585
C 1.695 1.065 -0.062  -0.462
H 0.582 0.752 -1.791  -0.187
H -0.185 0.151 -0.400  -0.991
O 1.795 1.138 1.201  -1.037
N 2.858 1.096 -0.805  -0.065
C 3.421 -0.239 -1.106  -0.970
H 3.545 1.692 -0.329  0.479
C 2.413 -1.118 -1.805  0.711
C 2.249 -2.437 -1.377  -0.567
H 2.880 -2.793 -0.560  0.378
C 1.314 -3.275 -1.982  -0.558
H 1.205 -4.303 -1.628  0.322
C 0.515 -2.786 -3.023  -0.502
H -0.249 -3.431 -3.469  0.366
C 0.701 -1.481 -3.498  -0.324
H 0.071 -1.089 -4.305  0.381
C 1.704 -0.675 -2.932  -0.100
H 1.904 0.318 -3.354  0.375
H 3.738 -0.741 -0.169  0.388
H 4.306 -0.086 -1.740  0.408
S 0.725 -0.258 6.575  -0.539
C 0.464 0.038 5.035  0.691
N 0.235 0.285 3.884  -0.407

***

[2]
The following is a quantum chemistry calculation of a gas-phase ion, C5H11N2O (charge +1), from the Open Molecules 2025 dataset.

The net charge is +1. For the LUMO energy (spin up / spin down), the calculation gives -4.465 / -5.813 eV. Its multiplicity is 3. For the HOMO energy (spin up / spin down), the calculation gives -11.99 / -14.00 eV. The calculation puts the frontier orbital gap (spin up / spin down) at 7.53 / 8.19 eV.

Last column: Mulliken charge in e.
Cartesian coordinates (Å):
C 0.750 0.506 0.049  -0.194
C -1.129 -1.050 0.376  -0.671
C 0.280 -0.545 0.855  0.595
C 1.245 -1.760 0.645  -1.215
C -1.859 1.789 -1.701  -0.644
N -1.323 0.505 -1.309  -0.347
N 1.729 1.286 -0.049  -0.241
O -1.805 0.083 -0.147  -0.023
H -1.018 -1.899 -0.297  0.452
H -1.627 -1.285 1.402  0.286
H 0.146 -0.268 1.897  0.450
H 1.932 -1.988 1.536  0.320
H 1.814 -1.719 -0.278  0.400
H 0.507 -2.597 0.503  0.345
H -2.473 2.288 -0.852  0.305
H -2.458 1.694 -2.608  0.282
H -0.917 2.370 -2.077  0.241
H 2.180 1.626 0.876  0.328
H 1.740 1.903 -0.900  0.334

***

[3]
The following is a quantum chemistry calculation of a molecular structure, C3H3FO2Sm, from the Open Molecules 2025 dataset.

The net charge is +2. For the LUMO energy (spin up / spin down), the calculation gives -10.042 / -9.835 eV. Its multiplicity is 7. For the HOMO energy (spin up / spin down), the calculation gives -17.37 / -17.37 eV. The calculation puts the frontier orbital gap (spin up / spin down) at 7.33 / 7.54 eV.

Last column: Mulliken charge in e.
Cartesian coordinates (Å):
F 4.267 1.004 -0.079  -0.448
H 3.211 1.427 -0.047  0.538
H 3.849 3.737 2.138  0.353
O 3.873 4.984 0.426  -0.245
O 1.899 4.335 -0.072  -0.118
C 3.676 3.703 1.056  -0.025
C 2.371 3.289 0.612  -0.418
C 2.789 5.361 -0.108  -0.018
H 4.414 2.711 0.657  0.435
Sm 2.104 7.841 -1.183  1.946

***

[4]
The following is a quantum chemistry calculation of a gas-phase ion, C7H16N2 (charge +2), from the Open Molecules 2025 dataset.

The net charge is +2. For the LUMO energy, the calculation gives -8.279 eV. Its SMILES is C=[N+](C)C1C[N+](C)(C)C1. For the HOMO energy, the calculation gives -20.25 eV. The calculation puts the frontier orbital gap at 11.97 eV.

Last column: Mulliken charge in e.
Cartesian coordinates (Å):
C 0.284 1.157 2.543  -0.138
C -0.777 0.952 -0.111  -1.163
C 0.552 -0.645 -0.658  -0.750
C 0.711 0.641 0.322  0.139
C 2.361 0.053 2.196  -0.834
C -1.855 -1.210 -0.907  -0.945
C -0.791 0.169 -2.491  -1.084
N 1.007 0.521 1.770  0.184
N -0.782 -0.226 -1.087  0.486
H 0.281 1.267 3.533  0.378
H -0.633 1.656 2.133  0.311
H -1.497 0.656 0.719  0.537
H -0.854 1.929 -0.452  0.263
H 1.318 -0.567 -1.411  0.237
H 0.602 -1.687 -0.141  0.346
H 1.545 1.151 -0.223  0.438
H 2.983 0.735 1.683  0.396
H 2.368 -1.052 1.946  0.278
H 2.525 0.108 3.245  0.404
H -1.554 -1.979 -1.620  0.424
H -1.825 -1.551 0.126  0.412
H -2.896 -0.900 -0.996  0.368
H -0.506 -0.722 -3.028  0.493
H -1.825 0.337 -2.747  0.400
H -0.152 0.905 -2.851  0.420

***

These records have energy relative to the best compared isomer or geometry (same formula, charge and spin) values of 5.8, 103.7, 96.4, 24.5 kcal/mol, in the order they appear.